Record 1
{"formula": "C16H45BaN4O10", "method": "ωB97M-V/def2-TZVPD", "lumo_energy_ev": -5.068, "gap_ev": 5.17, "charge": 1, "symbols": ["Ba", "N", "O", "O", "O", "C", "C", "C", "O", "C", "N", "H", "H", "H", "H", "H", "H", "H", "H", "H", "H", "H", "C", "C", "C", "O", "C", "N", "H", "H", "H", "H", "H", "H", "H", "H", "H", "H", "H", "C", "C", "C", "O", "C", "N", "H", "H", "H", "H", "H", "H", "H", "H", "H", "H", "H", "C", "C", "O", "O", "H", "H", "H", "H", "H", "H", "C", "C", "O", "O", "H", "H", "H", "H", "H", "H"], "xyz": [[2.5292, 4.0023, -0.7918], [0.3334, 0.5192, -0.8707], [0.0444, 0.3055, -2.0755], [0.8750, 1.6459, -0.6017], [0.1737, -0.3000, 0.0238], [-4.4479, -3.1985, 0.3907], [-3.0973, -2.5795, -0.0157], [-3.1674, -1.9951, -1.4123], [-3.2535, -3.0347, -2.3586], [-2.0152, -3.4958, -2.8805], [-2.9105, -1.5187, 0.9948], [-4.4420, -3.6043, 1.4013], [-4.7786, -3.9436, -0.3431], [-5.2878, -2.4985, 0.3565], [-2.3656, -3.3963, -0.0008], [-2.2797, -1.3733, -1.5950], [-4.0475, -1.3581, -1.5116], [-1.4369, -2.6721, -3.3012], [-2.1881, -4.3108, -3.5786], [-1.5003, -3.9688, -2.0314], [-2.6689, -1.9485, 1.8819], [-2.0811, -0.9981, 0.7091], [-0.6863, 0.0267, 5.0487], [0.6575, 0.1851, 4.3372], [1.7183, -0.7141, 4.9750], [3.0247, -0.2451, 4.6706], [3.7158, -0.9491, 3.6698], [0.4246, -0.2150, 2.9448], [-1.4084, 0.6958, 4.5820], [-0.5805, 0.1274, 6.1294], [-1.0660, -0.9852, 4.8918], [1.0933, 1.1862, 4.4423], [1.6271, -1.7335, 4.5887], [1.5439, -0.6580, 6.0494], [3.7246, -0.4699, 2.6819], [3.3598, -1.9692, 3.5078], [4.7642, -0.9840, 3.9761], [1.2507, -0.3768, 2.3736], [-0.0613, 0.4944, 2.4049], [-1.2158, 7.2252, -1.4229], [-0.5938, 5.8221, -1.6082], [0.3037, 5.7906, -2.8480], [0.8628, 4.4722, -2.9808], [-0.0851, 3.4963, -3.5098], [0.1356, 5.4888, -0.3476], [-1.7560, 7.5125, -2.3302], [-0.5345, 8.0057, -1.0850], [-2.0620, 7.2220, -0.7281], [-1.4607, 5.1817, -1.7653], [1.1618, 6.4223, -2.5736], [-0.1243, 6.2554, -3.7333], [-0.3905, 3.8516, -4.4884], [-0.8827, 3.3079, -2.7902], [0.4388, 2.5409, -3.5047], [0.7080, 6.3094, -0.1459], [-0.6239, 5.5565, 0.3278], [3.1421, -1.6276, -3.1481], [2.3511, -1.6817, -4.4397], [0.9604, -1.6749, -4.2496], [3.0632, -0.4232, -2.4082], [4.2102, -1.7640, -3.3759], [3.0216, -2.5265, -2.5251], [2.7021, -2.5795, -4.9506], [2.7454, -0.8471, -5.0379], [0.7342, -0.9346, -3.6708], [2.2296, -0.4257, -1.9236], [0.8225, -3.6686, 0.9925], [0.4599, -3.9129, 2.4814], [-0.5710, -3.0484, 2.8721], [1.5843, -2.4570, 0.9154], [-0.1371, -3.4712, 0.5060], [1.3490, -4.5062, 0.5370], [1.3910, -3.6794, 3.0104], [0.1776, -4.9461, 2.6754], [-0.2125, -2.1761, 3.1015], [1.0050, -1.8042, 0.5084]], "lowdin_charge": [1.94, -0.54, -0.01, -0.25, 0.02, -0.07, -0.43, -0.21, -0.19, -0.08, 0.05, 0.07, 0.08, 0.08, 0.12, 0.11, 0.13, 0.07, 0.09, 0.08, 0.06, 0.04, -0.05, -0.42, -0.18, -0.17, -0.12, 0.05, 0.08, 0.08, 0.08, 0.13, 0.12, 0.13, 0.08, 0.08, 0.09, 0.06, 0.07, -0.05, -0.41, -0.19, -0.39, -0.03, -0.08, 0.09, 0.09, 0.09, 0.14, 0.12, 0.15, 0.11, 0.10, 0.08, 0.06, 0.10, -0.26, -0.26, -0.05, -0.07, 0.12, 0.13, 0.12, 0.12, 0.04, 0.04, -0.20, -0.24, -0.09, -0.10, 0.10, 0.11, 0.10, 0.12, 0.03, 0.01]}

=====

Record 2
{"formula": "C2H5N6O", "method": "ωB97M-V/def2-TZVPD", "de_lowest_ev": 2.019, "lumo_energy_ev": -6.653, "gap_ev": 9.17, "charge": 1, "symbols": ["N", "C", "O", "C", "N", "N", "N", "N", "N", "H", "H", "H", "H", "H"], "xyz": [[-0.1650, 2.0367, -0.0572], [-0.7808, 0.8996, -0.0705], [-1.9259, 0.6393, -0.1039], [0.2460, -0.4327, -0.0431], [-0.8792, -1.7494, -0.0020], [1.0451, -0.3500, -1.1678], [2.1782, 0.0055, -0.7642], [2.1817, -0.0293, 0.6422], [1.0734, -0.3322, 1.0960], [0.8034, 2.1117, 0.2398], [-0.8460, 2.7361, 0.1871], [-0.5554, -2.0793, -0.8953], [-1.8879, -1.3835, 0.0720], [-0.4874, -2.0725, 0.8668]], "lowdin_charge": [0.25, -0.47, 0.15, -0.36, 0.32, 0.11, 0.09, 0.06, 0.10, 0.13, 0.16, 0.14, 0.19, 0.14]}